{
  "formula": "C30H66F2N4O16",
  "method": "the ωB97M-V functional and the def2-TZVPD basis",
  "homo_energy_ev": -11.67,
  "total_charge": 2,
  "orbital_gap_ev": 7.1,
  "symbols": ["C", "N", "C", "C", "C", "C", "O", "H", "H", "H", "H", "H", "H", "H", "H", "H", "H", "H", "H", "H", "H", "C", "N", "C", "C", "C", "C", "O", "H", "H", "H", "H", "H", "H", "H", "H", "H", "H", "H", "H", "H", "H", "C", "N", "C", "C", "C", "C", "O", "H", "H", "H", "H", "H", "H", "H", "H", "H", "H", "H", "H", "H", "H", "C", "N", "C", "C", "C", "C", "O", "H", "H", "H", "H", "H", "H", "H", "H", "H", "H", "H", "H", "H", "H", "C", "O", "O", "O", "C", "C", "O", "C", "O", "O", "H", "H", "H", "H", "C", "C", "O", "C", "O", "O", "F", "H", "H", "H", "C", "C", "O", "C", "O", "O", "F", "H", "H", "H"],
  "coordinates": [[-0.74488, 3.25822, 1.31319], [-1.90480, 3.96657, 0.66980], [-3.22370, 3.11257, 0.98634], [-2.15538, 5.33428, 1.38588], [-1.72505, 4.24006, -0.83451], [-1.35425, 2.96250, -1.64318], [-2.39893, 1.97100, -1.68315], [-0.89048, 3.34361, 2.39004], [0.20290, 3.75976, 1.11755], [-0.62518, 2.21029, 1.03824], [-3.39748, 3.19329, 2.05937], [-3.03065, 2.09490, 0.64696], [-4.02482, 3.51142, 0.36406], [-2.19131, 5.18758, 2.46536], [-3.09522, 5.74648, 1.01859], [-1.30036, 5.93438, 1.07457], [-1.09304, 5.10913, -1.01725], [-2.74916, 4.52003, -1.08130], [-0.41649, 2.52998, -1.29441], [-1.02103, 3.33322, -2.61253], [-2.09464, 1.14354, -1.30326], [-3.44085, -1.61466, 4.08953], [-3.38684, -0.80537, 2.77159], [-4.49964, 0.21025, 2.95516], [-2.02313, -0.16040, 2.73283], [-3.53849, -1.75916, 1.48089], [-2.82920, -3.16790, 1.52561], [-1.48667, -3.26448, 1.78320], [-3.34428, -0.93478, 4.93602], [-2.57001, -2.26566, 4.01249], [-4.30072, -2.27119, 4.22258], [-5.45185, -0.31737, 3.01006], [-4.54983, 0.75767, 2.01393], [-4.50099, 0.88176, 3.81375], [-1.21206, -0.83485, 2.45831], [-1.88072, 0.21409, 3.74653], [-2.10912, 0.67048, 2.03258], [-3.17317, -1.12805, 0.67074], [-4.62285, -1.86781, 1.45942], [-3.19079, -3.77995, 0.69932], [-3.26221, -3.77693, 2.31913], [-1.06799, -2.81453, 1.04574], [3.52806, -2.09208, 0.41602], [3.13567, -3.51581, 0.04172], [2.65455, -3.51674, -1.45281], [4.34776, -4.45385, 0.18258], [1.90340, -4.00667, 0.92164], [2.16754, -4.76530, 2.30435], [3.17841, -4.07763, 3.05011], [3.67023, -2.14384, 1.49547], [2.60977, -1.52341, 0.26954], [4.47946, -1.88006, -0.07183], [2.64501, -4.57689, -1.70595], [3.45015, -3.06382, -2.04440], [1.72542, -2.94721, -1.47420], [4.81733, -4.41591, 1.16551], [4.98659, -4.22116, -0.66939], [3.95461, -5.46908, 0.12929], [1.31189, -4.54289, 0.17956], [1.54974, -3.00443, 1.16359], [2.46735, -5.80811, 2.20066], [1.24563, -4.72123, 2.88421], [2.96394, -4.30349, 3.95818], [3.54104, 3.61145, 2.89672], [4.34999, 3.91750, 1.65330], [3.47886, 4.91101, 0.89258], [5.62676, 4.72231, 2.04113], [4.55934, 2.59710, 0.87929], [3.33142, 2.07209, 0.07324], [2.33639, 1.70450, 0.98175], [2.49207, 3.55308, 2.60627], [3.54366, 4.53074, 3.48238], [3.89928, 2.73595, 3.43826], [3.12849, 5.62300, 1.63985], [2.65370, 4.41030, 0.38612], [4.03514, 5.45582, 0.12980], [6.06634, 4.42585, 2.99349], [5.50042, 5.80444, 2.00737], [6.37163, 4.43263, 1.29995], [4.89868, 1.81207, 1.55507], [5.38590, 2.91543, 0.24401], [3.63126, 1.22656, -0.54585], [2.87754, 2.73178, -0.66630], [1.71077, 1.18824, 0.46825], [-0.35117, -0.69164, -0.46701], [0.59517, 0.08132, -0.63636], [-1.49773, -0.34033, -0.73438], [-0.22030, -1.81001, -0.02036], [1.01962, 0.58923, -4.00888], [1.85614, -0.61160, -3.68156], [3.03022, -0.14138, -3.08241], [3.16129, 1.11672, -3.52592], [4.15333, 1.84056, -3.36972], [2.05474, 1.55063, -4.18420], [0.36678, 0.80556, -3.16324], [0.40816, 0.55827, -4.91069], [1.98551, -1.25608, -4.55105], [1.21481, -1.23793, -3.06146], [-3.43210, -0.36720, -3.42686], [-4.51598, -0.10724, -2.31202], [-5.38037, -1.20226, -2.59533], [-5.31169, -1.54295, -3.94172], [-6.19226, -2.07668, -4.59695], [-4.08897, -1.14181, -4.39667], [-5.07836, 1.05284, -2.61429], [-2.55530, -0.83889, -2.98321], [-2.93024, 0.50110, -3.85381], [-4.13869, -0.01755, -1.29333], [-1.17700, -4.07946, -2.01604], [-0.80257, -3.13827, -3.07723], [-1.98664, -3.20447, -3.92709], [-2.64590, -4.37313, -3.64390], [-3.59106, -4.83742, -4.28035], [-2.03182, -4.98352, -2.60490], [0.28374, -3.56024, -3.76431], [-1.64978, -3.48809, -1.23191], [-0.38541, -4.69271, -1.58544], [-0.70186, -2.12148, -2.69764]],
  "forces_ev_per_angstrom": [[0.1, 0.5, 0.5], [-1.2, 0.0, 1.2], [1.7, 0.6, -1.1], [0.8, -1.2, -1.1], [-1.5, -1.6, 0.2], [0.0, -0.2, 0.5], [0.2, 3.1, -0.6], [-0.1, -0.2, 0.0], [-0.2, 0.2, -0.4], [-0.4, 0.1, -0.4], [0.0, 0.0, -0.2], [0.1, 0.1, 0.1], [0.0, 0.1, 0.3], [0.1, -0.1, -0.2], [0.2, 0.0, 0.0], [-0.2, 0.3, 0.3], [0.3, -0.3, 0.3], [0.1, 0.2, -0.5], [0.0, -0.3, 0.6], [-0.7, 0.0, -0.5], [1.3, -1.6, 0.6], [1.1, -0.6, -1.0], [0.1, -1.5, 1.9], [-0.5, -0.5, -2.1], [-0.9, 0.7, 0.4], [-0.1, 0.5, 1.0], [-2.0, -0.3, 1.7], [0.2, 0.2, 0.4], [0.0, 0.0, -0.2], [0.0, 0.0, 0.4], [-0.3, 0.4, -0.5], [0.2, -0.3, 0.0], [0.0, 0.3, 0.1], [1.0, -0.3, 0.1], [-0.4, -0.2, -0.1], [0.3, 0.2, -0.1], [0.3, -0.2, -0.1], [0.1, -0.1, -0.2], [0.1, -0.4, -0.4], [0.2, 0.6, -0.9], [-0.5, 0.4, 0.5], [1.3, 0.9, -1.1], [-0.7, -1.8, 1.0], [0.5, -0.9, 0.0], [1.3, -0.4, 1.8], [-1.3, 0.1, -0.4], [1.6, 0.9, 0.6], [0.5, 0.8, -1.4], [-0.4, 0.0, -0.3], [0.3, 0.1, 0.0], [0.4, 0.7, -0.7], [-0.5, 0.5, -0.3], [-0.7, 0.2, -0.3], [-0.1, 0.3, 0.1], [0.0, -0.3, -0.1], [0.0, 0.7, -0.2], [0.3, -0.2, 0.4], [0.1, 0.0, -0.5], [-0.4, 0.0, 0.7], [-1.1, -0.5, 0.0], [-0.1, -0.1, -0.4], [-0.3, -0.1, -0.5], [0.4, 0.2, 0.3], [-0.4, 1.1, 0.0], [-1.3, 0.7, 1.0], [0.3, -0.1, -0.2], [0.6, -1.5, -0.8], [0.2, 1.1, -1.3], [0.5, 0.3, 0.3], [0.2, 0.3, 0.9], [0.2, -0.8, -0.1], [0.5, -0.2, 0.4], [0.0, 0.2, -0.2], [-0.1, 0.0, -0.2], [0.1, -0.1, 0.4], [0.3, -0.2, 0.1], [-0.6, -0.2, 0.1], [-0.5, -0.3, 0.0], [0.0, 0.3, -0.1], [-0.1, 0.3, 0.2], [-0.1, -0.7, -0.5], [0.6, -0.2, 0.2], [0.6, 0.6, -0.1], [-1.1, -1.0, -0.5], [-0.1, 1.4, -0.1], [3.9, 2.9, -0.3], [-5.5, 2.4, -1.4], [1.9, -6.1, 2.3], [0.0, 0.1, -0.1], [-2.8, -2.4, -0.7], [0.1, 0.3, -0.2], [2.4, 3.2, -0.1], [-2.6, -2.2, 0.0], [0.7, 0.4, 0.6], [0.2, 0.5, 0.2], [0.3, -0.3, -0.1], [0.9, 0.3, -0.2], [0.7, 0.0, 0.8], [1.0, 0.2, 1.5], [2.1, -1.6, -2.7], [-0.6, 0.6, 0.7], [-1.2, -0.6, -1.5], [2.8, 1.5, 2.3], [-0.9, -0.3, -0.2], [-1.7, 1.6, 0.0], [-0.3, -0.9, 0.1], [-1.0, 0.5, -0.2], [-0.2, -0.8, 0.0], [0.7, -0.3, 2.0], [-1.6, 0.4, -0.8], [1.0, 0.0, 0.7], [-2.4, -1.8, -2.4], [3.0, 1.8, 2.2], [-1.7, -0.7, -0.7], [0.4, 0.2, -0.5], [-0.2, -0.2, 0.2], [0.3, 0.5, 0.0], [0.2, 0.1, -0.4]],
  "lowdin_charge": [-0.009, -0.301, 0.043, 0.030, -0.066, -0.192, -0.076, 0.102, 0.092, 0.091, 0.098, 0.068, 0.113, 0.102, 0.112, 0.101, 0.135, 0.130, 0.101, 0.126, 0.000, 0.009, -0.302, -0.005, 0.015, 0.005, -0.254, -0.063, 0.104, 0.097, 0.115, 0.110, 0.086, 0.113, 0.110, 0.103, 0.069, 0.094, 0.130, 0.129, 0.115, 0.008, 0.018, -0.317, 0.037, 0.019, -0.028, -0.179, -0.075, 0.093, 0.087, 0.112, 0.109, 0.105, 0.080, 0.102, 0.105, 0.104, 0.115, 0.098, 0.117, 0.121, 0.095, -0.005, -0.304, 0.004, 0.042, -0.035, -0.230, -0.081, 0.083, 0.105, 0.119, 0.108, 0.082, 0.119, 0.109, 0.109, 0.101, 0.139, 0.131, 0.121, 0.116, 0.030, -1.077, -0.050, -0.062, -0.048, -0.106, -0.162, 0.085, -0.527, 0.101, 0.071, 0.110, 0.147, 0.144, 0.092, -0.085, -0.311, 0.104, -0.463, 0.169, 0.073, 0.085, 0.092, 0.131, 0.137, -0.119, -0.293, 0.120, -0.474, 0.162, 0.097, 0.082, 0.124, 0.142, 0.137]
}